Entry 1:
{
  "formula": "C20H72N4O16",
  "method": "ωB97M-V/def2-TZVPD",
  "lumo_energy_ev": 0.1,
  "homo_lumo_gap_ha": 0.3431,
  "e_homo_ev": -9.2,
  "charge": 0,
  "multiplicity": 1,
  "elements": ["O", "H", "H", "O", "H", "H", "O", "H", "H", "O", "H", "H", "O", "H", "H", "O", "H", "H", "O", "H", "H", "O", "H", "H", "C", "C", "O", "O", "H", "H", "H", "H", "H", "H", "C", "C", "O", "O", "H", "H", "H", "H", "H", "H", "C", "C", "C", "O", "C", "N", "H", "H", "H", "H", "H", "H", "H", "H", "H", "H", "H", "C", "C", "C", "O", "C", "N", "H", "H", "H", "H", "H", "H", "H", "H", "H", "H", "H", "C", "C", "C", "O", "C", "N", "H", "H", "H", "H", "H", "H", "H", "H", "H", "H", "H", "C", "C", "C", "O", "C", "N", "H", "H", "H", "H", "H", "H", "H", "H", "H", "H", "H"],
  "positions_angstrom": [[0.757, -3.448, 4.244], [0.241, -2.960, 3.602], [0.482, -4.357, 4.131], [-2.435, 8.055, -3.492], [-2.290, 7.511, -2.718], [-1.667, 7.901, -4.041], [1.975, 3.938, -8.995], [1.820, 4.336, -8.139], [1.490, 4.490, -9.608], [-4.896, 0.016, 4.979], [-5.021, 0.962, 4.904], [-4.349, -0.093, 5.756], [-5.356, 10.306, 2.535], [-4.545, 10.710, 2.845], [-5.604, 10.824, 1.769], [0.654, -7.342, 1.215], [0.605, -6.445, 0.884], [0.706, -7.886, 0.429], [-3.832, -3.019, 1.371], [-4.275, -2.551, 2.079], [-4.430, -3.730, 1.142], [-9.413, 3.086, 1.046], [-9.640, 2.166, 0.913], [-9.460, 3.210, 1.994], [7.131, -5.088, 6.541], [7.100, -4.112, 7.662], [7.854, -4.458, 8.768], [6.542, -4.585, 5.331], [6.755, -6.100, 6.690], [8.122, -5.403, 6.216], [6.047, -3.908, 7.856], [7.499, -3.229, 7.163], [7.455, -5.117, 9.340], [5.618, -4.376, 5.486], [-0.943, -5.476, -5.381], [-0.846, -3.985, -5.911], [0.458, -3.475, -5.599], [-1.340, -5.514, -4.032], [-0.053, -6.077, -5.569], [-1.745, -6.015, -5.886], [-1.662, -3.398, -5.491], [-0.970, -3.828, -6.982], [0.584, -3.534, -4.650], [-2.045, -4.868, -3.948], [0.025, 3.566, 9.282], [-1.342, 3.070, 8.687], [-1.822, 3.966, 7.559], [-3.277, 3.949, 7.105], [-4.027, 5.165, 7.360], [-1.089, 1.719, 8.214], [0.874, 3.550, 8.598], [0.395, 2.880, 10.045], [-0.138, 4.552, 9.716], [-2.178, 3.069, 9.386], [-1.245, 3.747, 6.661], [-1.397, 4.958, 7.713], [-4.838, 5.390, 6.668], [-3.470, 6.101, 7.347], [-4.536, 5.042, 8.316], [-0.990, 1.178, 9.061], [-0.167, 1.620, 7.814], [-8.380, -1.992, -5.440], [-9.603, -2.127, -6.282], [-10.040, -3.634, -6.412], [-8.805, -4.441, -6.465], [-8.256, -4.630, -7.810], [-10.678, -1.327, -5.780], [-8.149, -0.934, -5.315], [-7.543, -2.372, -6.027], [-8.277, -2.521, -4.493], [-9.362, -1.866, -7.312], [-10.501, -3.738, -7.394], [-10.571, -4.059, -5.561], [-8.901, -5.272, -8.409], [-7.244, -5.025, -7.724], [-8.214, -3.709, -8.392], [-10.318, -0.403, -5.591], [-11.122, -1.643, -4.930], [1.797, 1.818, 0.433], [0.432, 1.287, -0.005], [-0.317, 2.171, -1.146], [-0.859, 3.287, -0.571], [-2.083, 3.051, 0.165], [0.675, -0.123, -0.467], [1.639, 2.785, 0.909], [2.486, 1.809, -0.411], [2.324, 1.156, 1.120], [-0.157, 1.217, 0.910], [-1.052, 1.569, -1.680], [0.356, 2.342, -1.987], [-2.632, 3.910, 0.551], [-1.909, 2.335, 0.968], [-2.718, 2.537, -0.557], [-0.207, -0.607, -0.376], [1.199, -0.541, 0.290], [10.602, 2.393, -1.788], [11.355, 1.761, -3.004], [11.347, 0.175, -3.034], [12.083, -0.322, -4.146], [12.212, -1.760, -4.173], [10.801, 2.325, -4.220], [10.663, 3.481, -1.778], [10.958, 2.036, -0.821], [9.515, 2.310, -1.807], [12.387, 2.108, -3.062], [10.296, -0.080, -3.171], [11.791, -0.240, -2.129], [12.506, -2.175, -3.209], [12.907, -2.123, -4.930], [11.287, -2.294, -4.389], [11.393, 2.134, -5.015], [11.021, 3.306, -4.118]],
  "mulliken_charge": [-0.638, 0.313, 0.325, -0.637, 0.320, 0.317, -0.635, 0.317, 0.318, -0.639, 0.316, 0.324, -0.640, 0.318, 0.321, -0.633, 0.316, 0.317, -0.646, 0.325, 0.319, -0.638, 0.319, 0.319, -0.420, -0.313, -0.508, -0.521, 0.319, 0.288, 0.290, 0.259, 0.308, 0.297, -0.391, -0.348, -0.509, -0.493, 0.277, 0.279, 0.287, 0.288, 0.304, 0.305, -1.449, 0.598, -0.917, -0.336, -0.705, -0.698, 0.373, 0.422, 0.378, 0.254, 0.306, 0.425, 0.266, 0.296, 0.270, 0.243, 0.275, -1.292, 0.509, -0.611, -0.396, -0.702, -0.677, 0.400, 0.302, 0.277, 0.118, 0.328, 0.366, 0.326, 0.253, 0.304, 0.251, 0.243, -1.533, 0.648, -0.607, -0.326, -0.661, -0.772, 0.343, 0.367, 0.383, 0.140, 0.321, 0.365, 0.262, 0.246, 0.306, 0.247, 0.271, -1.404, 0.454, -0.694, -0.291, -0.747, -0.802, 0.360, 0.348, 0.371, 0.316, 0.308, 0.388, 0.292, 0.266, 0.312, 0.269, 0.254]
}

---

Entry 2:
{
  "formula": "C20H73B2ClN19NiO11V",
  "method": "ωB97M-V/def2-TZVPD",
  "lumo_energy_ev": [-3.8, -4.0],
  "homo_lumo_gap_ha": [0.2416, 0.2372],
  "e_homo_ev": [-10.4, -10.4],
  "charge": 1,
  "multiplicity": 6,
  "elements": ["Ni", "V", "B", "H", "H", "H", "H", "B", "H", "H", "H", "H", "Cl", "C", "C", "C", "O", "C", "N", "H", "H", "H", "H", "H", "H", "H", "H", "H", "H", "H", "C", "C", "C", "O", "C", "N", "H", "H", "H", "H", "H", "H", "H", "H", "H", "H", "H", "C", "C", "C", "O", "C", "N", "H", "H", "H", "H", "H", "H", "H", "H", "H", "H", "H", "C", "O", "N", "N", "H", "H", "H", "H", "C", "O", "N", "N", "H", "H", "H", "H", "C", "O", "N", "N", "H", "H", "H", "H", "C", "O", "N", "N", "H", "H", "H", "H", "C", "O", "N", "N", "H", "H", "H", "H", "C", "O", "N", "N", "H", "H", "H", "H", "C", "O", "N", "N", "H", "H", "H", "H", "C", "O", "N", "N", "H", "H", "H", "H"],
  "positions_angstrom": [[-3.599, 5.717, -14.244], [-1.483, 9.565, -15.619], [-2.983, 7.927, -14.717], [-1.965, 7.616, -14.890], [-3.515, 7.526, -15.567], [-3.277, 7.392, -13.828], [-3.184, 8.987, -14.733], [-0.447, 10.147, -13.535], [0.157, 10.124, -12.641], [-1.244, 9.429, -13.423], [-0.908, 11.114, -13.667], [0.067, 9.884, -14.446], [-6.130, 6.079, -14.355], [-8.808, 4.169, -15.982], [-9.894, 5.226, -16.079], [-11.101, 4.821, -15.223], [-11.824, 6.039, -14.765], [-12.966, 5.982, -14.026], [-9.288, 6.495, -15.792], [-8.329, 4.087, -15.007], [-8.073, 4.220, -16.786], [-9.349, 3.273, -16.286], [-10.264, 5.174, -17.103], [-10.748, 4.220, -14.385], [-11.722, 4.238, -15.903], [-13.281, 7.023, -13.961], [-12.814, 5.547, -13.038], [-13.730, 5.466, -14.608], [-8.375, 6.277, -15.418], [-9.768, 7.022, -15.077], [-0.054, 3.919, -20.020], [-0.220, 4.275, -18.544], [-0.131, 3.001, -17.722], [-0.890, 1.989, -18.215], [-0.901, 0.737, -17.531], [0.818, 5.249, -18.331], [-0.354, 4.787, -20.608], [-0.600, 3.059, -20.407], [0.962, 3.578, -20.220], [-1.179, 4.790, -18.483], [-0.299, 3.119, -16.652], [0.875, 2.582, -17.672], [-1.412, 0.017, -18.170], [-1.521, 0.906, -16.650], [0.024, 0.225, -17.263], [0.893, 5.374, -17.332], [0.510, 6.115, -18.750], [3.268, 1.415, -7.913], [1.730, 1.635, -8.365], [1.622, 2.875, -9.350], [0.316, 2.784, -9.943], [-0.586, 3.942, -9.819], [1.383, 0.468, -9.073], [3.776, 2.338, -7.635], [3.911, 0.992, -8.684], [3.218, 0.837, -6.990], [1.072, 1.708, -7.499], [2.341, 2.665, -10.141], [1.734, 3.858, -8.892], [-0.541, 4.579, -8.935], [-1.608, 3.644, -10.052], [-0.407, 4.729, -10.551], [1.168, -0.255, -8.401], [0.490, 0.719, -9.474], [-4.994, 10.180, -12.333], [-5.674, 10.970, -11.632], [-5.592, 9.347, -13.111], [-3.718, 10.093, -12.428], [-6.451, 8.963, -12.742], [-4.933, 8.845, -13.689], [-3.116, 10.794, -12.021], [-3.369, 9.666, -13.274], [-4.829, 3.190, -12.786], [-4.291, 3.738, -13.718], [-4.298, 2.176, -12.184], [-6.021, 3.478, -12.409], [-3.381, 1.988, -12.564], [-4.668, 1.812, -11.318], [-6.267, 4.371, -12.813], [-6.336, 3.173, -11.499], [0.545, 7.158, -10.149], [1.213, 6.395, -9.427], [-0.744, 7.287, -10.256], [1.063, 8.050, -10.951], [-1.325, 6.735, -9.641], [-1.056, 7.394, -11.211], [0.444, 8.547, -11.575], [2.051, 8.084, -11.155], [-0.594, 4.700, -13.851], [-1.740, 4.847, -14.208], [-0.310, 3.786, -12.971], [0.374, 5.580, -13.882], [-0.992, 3.046, -12.882], [0.595, 3.603, -12.562], [0.137, 6.545, -14.058], [1.198, 5.237, -13.409], [-3.959, 6.278, -11.013], [-3.617, 5.885, -12.095], [-4.257, 7.475, -10.708], [-4.173, 5.395, -10.076], [-4.636, 7.718, -9.803], [-4.048, 8.245, -11.326], [-4.587, 5.657, -9.192], [-3.932, 4.416, -10.125], [-4.370, 4.675, -17.357], [-3.562, 5.130, -16.579], [-4.139, 4.573, -18.628], [-5.493, 4.163, -17.048], [-3.142, 4.553, -18.784], [-4.798, 4.173, -19.282], [-5.698, 4.216, -16.060], [-5.974, 3.507, -17.647], [-1.664, 7.760, -20.651], [-2.051, 7.843, -21.834], [-0.911, 8.598, -19.975], [-2.117, 6.835, -19.731], [-0.703, 8.402, -19.007], [-0.424, 9.381, -20.387], [-2.053, 6.681, -18.735], [-2.902, 6.239, -19.952], [-3.727, 9.220, -17.903], [-2.693, 9.311, -17.294], [-3.770, 9.802, -19.085], [-4.893, 8.787, -17.365], [-4.635, 9.884, -19.600], [-2.888, 9.970, -19.548], [-5.739, 8.691, -17.908], [-4.894, 8.596, -16.374]],
  "mulliken_charge": [0.923, 0.402, 1.850, -0.682, -0.738, -0.192, 0.331, 1.749, -0.269, -1.137, -0.162, -0.224, -0.610, -1.468, 0.717, -0.764, -0.298, -0.739, -0.625, 0.445, 0.196, 0.484, 0.125, 0.309, 0.388, 0.243, 0.280, 0.292, 0.191, 0.285, -1.660, 2.161, -0.558, -0.389, -0.743, -0.685, 0.327, 0.324, 0.415, -1.075, 0.002, 0.511, 0.270, 0.215, 0.336, 0.273, 0.301, -1.369, 0.415, -0.762, -0.312, -0.701, -0.751, 0.332, 0.377, 0.372, 0.352, 0.205, 0.475, 0.583, 0.248, 0.034, 0.266, 0.231, 0.555, -0.732, -0.069, -0.078, 0.236, -0.130, 0.144, -0.158, 0.298, -0.264, -0.416, -0.193, 0.226, 0.203, -0.046, 0.259, 0.571, -0.672, -0.317, -0.295, 0.259, -0.027, 0.094, 0.217, 0.302, -0.244, -0.286, -0.298, 0.087, 0.093, 0.043, 0.178, 0.104, 0.180, -0.274, -0.372, 0.202, 0.079, 0.162, 0.195, 0.458, -0.078, -0.375, -0.290, -0.030, 0.141, -0.104, 0.240, 0.425, -0.672, -0.244, 0.225, 0.098, 0.229, -0.376, 0.209, 0.463, -0.661, -0.361, -0.161, 0.192, 0.247, 0.230, 0.059]
}

---

Entry 3:
{
  "formula": "C21H11Cl4MnN3O2",
  "method": "ωB97M-V/def2-TZVPD",
  "lumo_energy_ev": [-1.1, -1.4],
  "homo_lumo_gap_ha": [0.2117, 0.1990],
  "e_homo_ev": [-6.9, -6.8],
  "charge": 0,
  "multiplicity": 2,
  "elements": ["Mn", "C", "C", "C", "C", "N", "C", "C", "C", "C", "C", "C", "N", "C", "C", "C", "C", "C", "N", "H", "H", "H", "H", "H", "H", "H", "H", "H", "H", "H", "Cl", "C", "C", "Cl", "C", "Cl", "C", "O", "C", "O", "C", "Cl"],
  "positions_angstrom": [[0.036, 0.000, -0.002], [-0.457, 0.000, 4.168], [0.884, 0.000, 4.585], [1.877, 0.000, 3.641], [1.532, 0.000, 2.271], [0.222, 0.000, 1.886], [-0.727, 0.000, 2.814], [2.446, 0.000, 1.184], [3.865, 0.000, 1.214], [4.544, 0.000, 0.004], [3.868, 0.000, -1.206], [2.448, 0.000, -1.179], [1.815, 0.000, 0.002], [1.539, 0.000, -2.270], [1.892, 0.000, -3.637], [0.905, 0.000, -4.587], [-0.438, 0.000, -4.178], [-0.717, 0.000, -2.826], [0.227, 0.000, -1.891], [-1.264, 0.000, 4.880], [1.120, 0.000, 5.638], [2.917, 0.000, 3.929], [-1.752, 0.000, 2.460], [4.387, 0.000, 2.154], [5.622, 0.000, 0.005], [4.391, 0.000, -2.145], [2.934, 0.000, -3.918], [1.148, 0.000, -5.639], [-1.240, 0.000, -4.896], [-1.744, 0.000, -2.478], [-6.166, 1.559, 0.004], [-4.684, 0.697, 0.003], [-4.684, -0.698, 0.003], [-6.166, -1.559, 0.004], [-3.473, -1.381, 0.002], [-3.453, -3.101, 0.003], [-2.224, -0.718, -0.001], [-1.141, -1.403, -0.003], [-2.223, 0.718, -0.001], [-1.141, 1.403, -0.003], [-3.473, 1.381, 0.002], [-3.453, 3.101, 0.003]],
  "mulliken_charge": [-0.575, -0.942, -0.396, -0.752, 1.198, 0.618, -0.056, 0.191, -0.945, -0.576, -0.952, 0.201, -0.417, 1.205, -0.734, -0.417, -0.937, -0.056, 0.606, 0.427, 0.439, 0.355, 0.447, 0.438, 0.429, 0.436, 0.358, 0.434, 0.428, 0.448, -0.211, 0.213, 0.220, -0.211, 0.101, -0.196, 0.698, -1.063, 0.698, -1.063, 0.106, -0.195]
}

---

Number 1: E_tot -2227.765667 Ha. Number 2: E_tot -5635.771942 Ha. Number 3: E_tot -4113.341931 Ha.